Computed, not measured: a molecular structure, C13H48N4O8 in a non-equilibrium geometry, with ωB97M-V/def2-TZVPD.

The geometry in XYZ format:
```
73
Properties=species:S:1:pos:R:3:forces:R:3:lowdin_charge:R:1
N -0.370 -3.103 0.372 -2.692 -6.696 -5.138 0.290
H 0.215 -2.517 0.951 1.373 2.113 1.895 -0.133
H 0.199 -3.912 0.167 0.076 -0.831 0.086 0.146
H -0.495 -2.686 -0.539 -0.392 0.174 -0.247 0.130
H -1.246 -3.442 0.745 -0.099 -0.085 -0.137 0.134
C 0.650 -0.436 0.806 0.430 0.936 -2.145 -0.101
O 0.713 -1.646 1.523 0.326 5.977 -1.595 -0.314
H -0.359 -0.209 0.459 2.060 -1.077 0.876 0.008
H 0.948 0.465 1.342 0.638 -0.193 0.188 0.145
H 1.252 -0.576 -0.092 -0.689 0.659 1.087 0.063
O 0.982 -0.409 3.533 0.490 2.123 1.317 -0.034
H 1.818 -0.862 3.639 0.261 0.217 0.052 0.051
H 0.817 -0.426 2.590 0.358 0.350 1.619 -0.029
O -1.234 -1.615 2.447 -4.872 0.198 1.480 -0.033
H -1.651 -2.324 1.956 -0.417 0.359 0.702 0.007
H -0.472 -1.374 1.921 -0.805 -0.207 1.166 -0.116
O 0.473 -2.785 3.714 0.130 -2.249 1.022 -0.065
H 0.876 -2.440 2.917 -0.168 -0.161 0.800 -0.029
H 1.161 -2.721 4.377 0.082 -0.207 0.213 0.047
O 2.511 -2.574 1.591 -0.859 -12.883 4.661 0.085
H 2.238 -3.244 0.964 0.296 -0.450 0.038 0.109
H 1.832 -1.901 1.533 -1.787 0.634 0.600 -0.139
C -1.878 -0.612 -0.188 -2.136 -1.414 -0.886 -0.160
C -3.327 -1.046 -0.519 1.254 0.221 1.820 -0.313
C -3.467 -1.945 -1.773 0.510 -0.666 2.652 -0.225
O -2.575 -1.431 -2.675 -0.558 0.478 -1.706 -0.190
C -2.650 -2.061 -3.945 1.463 0.856 -0.204 -0.085
N -3.828 -1.645 0.742 -1.234 -1.278 -0.776 0.047
H -1.224 -1.406 0.172 -1.528 0.497 -1.349 0.035
H -1.893 0.041 0.684 -1.212 -1.211 -0.021 0.080
H -1.502 0.055 -0.963 0.443 -1.312 -0.442 0.090
H -3.814 -0.092 -0.721 -0.645 -0.152 0.021 0.138
H -4.504 -2.130 -2.053 -0.170 0.682 -0.532 0.131
H -3.085 -2.947 -1.574 -0.102 -0.682 0.720 0.113
H -3.644 -2.159 -4.383 -0.102 0.211 0.233 0.095
H -2.131 -3.018 -3.968 -0.229 -0.423 0.345 0.084
H -2.000 -1.399 -4.518 -0.400 -0.119 -0.661 0.094
H -3.429 -2.563 0.876 -0.233 -0.549 -0.573 0.045
H -3.593 -1.262 1.646 0.215 1.295 -0.405 0.073
C -1.528 5.992 0.247 1.096 -1.809 -0.400 -0.054
C -2.361 4.628 0.051 0.364 3.564 0.739 -0.407
C -2.278 3.594 1.128 1.149 -0.875 0.002 -0.165
O -1.103 2.743 0.971 -2.004 1.699 1.201 -0.143
C -1.263 1.773 -0.023 1.896 2.179 0.165 -0.178
N -3.681 5.192 0.042 -2.322 -0.953 -0.911 -0.007
H -1.945 6.695 0.968 -0.238 -0.489 0.246 0.068
H -1.580 6.493 -0.720 0.255 0.071 -0.042 0.064
H -0.487 5.800 0.508 0.221 0.185 -0.111 0.064
H -2.167 4.257 -0.956 0.187 -0.375 0.181 0.135
H -3.183 2.987 1.134 -0.100 -0.250 -0.337 0.120
H -2.267 4.042 2.122 0.466 0.144 0.014 0.132
H -0.666 0.974 0.417 -0.655 1.989 -1.010 0.024
H -0.752 2.169 -0.901 0.021 -0.270 -0.663 0.118
H -2.266 1.462 -0.314 -0.128 0.991 0.564 0.092
H -3.714 5.914 -0.664 -0.301 0.107 0.151 0.068
H -3.981 5.582 0.924 0.246 0.040 0.056 0.075
C 2.654 -1.218 -1.408 2.066 1.182 0.185 -0.025
C 4.018 -1.204 -0.545 0.549 0.158 0.630 -0.351
C 4.811 0.075 -0.790 0.666 1.723 -0.344 -0.218
O 5.601 0.161 -2.001 -0.868 0.745 -1.897 -0.192
C 5.685 1.466 -2.631 0.505 0.406 1.337 -0.108
N 3.846 -1.232 0.915 4.948 5.502 -2.978 0.038
H 2.045 -0.365 -1.110 0.920 0.121 -0.672 0.041
H 1.961 -2.059 -1.392 0.482 -0.527 0.042 0.060
H 2.961 -0.964 -2.423 -0.096 -0.499 -0.244 0.080
H 4.744 -1.969 -0.819 -0.507 -0.683 -0.615 0.128
H 5.581 0.333 -0.062 -0.284 -1.061 0.844 0.120
H 4.127 0.908 -0.629 -0.368 0.367 -0.654 0.111
H 6.698 1.776 -2.886 0.525 -0.860 0.139 0.072
H 5.434 2.236 -1.901 -0.457 0.040 0.131 0.074
H 5.159 1.713 -3.553 -0.805 -0.958 0.019 0.073
H 4.540 -1.830 1.341 0.555 0.301 -0.244 0.081
H 3.042 -1.769 1.207 2.940 2.962 -2.301 -0.262
```
Forces are in eV/Å.

Results
HOMO level ... -7.30 eV
Electronic energy ... -1344.32272 Eh
F_max ... 0.26695 hartree/bohr
Net charge ... 0
Spin multiplicity ... 1
Lowest unoccupied orbital energy ... -0.495 eV


Computed, not measured: a molecular structure, C2HBeFO2 in a non-equilibrium geometry, with ωB97M-V/def2-TZVPD.

The geometry in XYZ format:
```
7
Properties=species:S:1:pos:R:3:forces:R:3:nbo_charge:R:1
H 0.286 2.097 -1.580 -0.325 -0.418 0.228 -0.280
C 0.113 0.535 -1.435 2.109 -0.777 -1.507 0.490
C -0.266 0.595 -0.070 0.850 -3.533 -0.800 0.641
O -0.306 1.708 0.515 -1.419 -2.188 4.021 -1.026
O 0.554 -0.245 -2.224 -1.736 2.437 1.809 -0.297
F -0.133 -0.522 0.629 -0.531 1.231 -0.470 -0.225
Be -0.093 2.906 0.025 1.052 3.247 -3.281 1.697
```
Forces are in eV/Å.

Results
HOMO level (spin up / spin down) ... -14.38 / -16.20 eV
Electronic energy ... -341.48008 Eh
F_max ... 0.09320 hartree/bohr
Net charge ... +1
Relative energy (zero: lowest compared OMol25 entry of this formula, charge and spin) ... 110.8 kJ/mol
Spin multiplicity ... 2
Lowest unoccupied orbital energy (spin up / spin down) ... -7.988 / -7.973 eV


Repeat the second record exactly.
Computed, not measured: a molecular structure, C2HBeFO2 in a non-equilibrium geometry, with ωB97M-V/def2-TZVPD.

The geometry in XYZ format:
```
7
Properties=species:S:1:pos:R:3:forces:R:3:nbo_charge:R:1
H 0.286 2.097 -1.580 -0.325 -0.418 0.228 -0.280
C 0.113 0.535 -1.435 2.109 -0.777 -1.507 0.490
C -0.266 0.595 -0.070 0.850 -3.533 -0.800 0.641
O -0.306 1.708 0.515 -1.419 -2.188 4.021 -1.026
O 0.554 -0.245 -2.224 -1.736 2.437 1.809 -0.297
F -0.133 -0.522 0.629 -0.531 1.231 -0.470 -0.225
Be -0.093 2.906 0.025 1.052 3.247 -3.281 1.697
```
Forces are in eV/Å.

Results
HOMO level (spin up / spin down) ... -14.38 / -16.20 eV
Electronic energy ... -341.48008 Eh
F_max ... 0.09320 hartree/bohr
Net charge ... +1
Relative energy (zero: lowest compared OMol25 entry of this formula, charge and spin) ... 110.8 kJ/mol
Spin multiplicity ... 2
Lowest unoccupied orbital energy (spin up / spin down) ... -7.988 / -7.973 eV


Question: net charge of number 1 (C13H48N4O8)?
Answer: 0


Question: The lowest electronic energy belongs to which entry?
Answer: C13H48N4O8